Molecular formula: C15H12F6N2NiO3Sb
Method: DFT, ωB97M-V/def2-TZVPD

Each line ends with the Mulliken spin population.
Atoms and positions in Å:
Ni  13.8256  11.2947  4.1996  1.834
C  18.0064  9.8345  3.3455  -0.001
O  18.6331  11.1183  3.4257  0.038
C  17.9253  12.2351  3.4982  0.145
C  18.7320  13.3405  3.2044  -0.114
C  18.2274  14.6436  3.0800  0.138
C  16.8983  14.8319  3.2633  -0.137
C  16.0195  13.7827  3.5651  0.120
C  14.6693  14.0245  3.4143  -0.139
N  13.7123  13.1011  3.5519  0.267
N  12.4970  13.5233  3.3086  0.267
C  11.5543  12.5508  3.3869  0.008
O  11.9443  11.3964  3.7196  0.135
C  10.1388  12.8845  3.1072  0.005
C  9.8678  14.2458  2.7721  0.036
C  8.5507  14.6344  2.5821  -0.014
C  7.5152  13.7186  2.7307  0.024
C  7.7842  12.3538  2.8993  -0.007
C  9.1257  11.9591  3.0321  0.015
C  16.4798  12.4219  3.7080  0.151
O  15.8137  11.4240  4.1254  0.206
H  17.2288  9.7072  4.1129  0.001
H  18.8619  9.1498  3.4718  -0.001
H  17.4409  9.7140  2.4191  0.003
H  19.8359  13.1679  3.1938  -0.001
H  18.9088  15.4929  2.9503  0.005
H  16.5282  15.8468  3.2204  -0.004
H  14.2512  15.0102  3.2198  0.002
H  10.7199  14.9385  2.8161  0.003
H  8.2957  15.7195  2.5356  0.000
H  6.4866  14.0709  2.6389  0.001
H  6.9450  11.6307  2.8691  0.000
H  9.3617  10.9241  3.2614  0.001
F  13.8847  9.2971  4.3869  0.008
Sb  14.1969  7.3721  3.4932  0.004
F  12.6119  6.9717  4.5257  0.001
F  15.3924  6.8717  4.8602  0.001
F  14.2852  5.6209  2.6861  0.000
F  15.7712  8.1122  2.7002  0.000
F  13.1341  7.9029  2.0116  0.000

## Properties
Expectation value of S² = 3.88
DFT total energy = -88759.041 eV
Max |F| = 2.49 eV/A
Multiplicity = 4

=====

Molecular formula: C15H12FN4O5Pt
Method: DFT, ωB97M-V/def2-TZVPD

Each line ends with the Mulliken spin population.
Atoms and positions in Å:
Pt  -0.1111  0.6795  0.0677  1.262
O  -0.1509  0.6106  2.0359  0.184
C  -0.8494  -0.5993  2.6471  0.041
C  -0.8212  -0.5504  4.0492  -0.005
C  -1.3977  -1.5489  4.8276  -0.003
C  -2.0210  -2.6286  4.2147  0.001
C  -2.0689  -2.7116  2.8230  -0.001
C  -1.4908  -1.7102  2.0060  -0.032
C  -1.5754  -1.8568  0.5089  0.008
N  -1.0802  -0.9990  -0.5335  0.100
C  -1.3715  -1.5036  -1.6419  -0.014
C  -2.0548  -2.6870  -1.5121  0.012
N  -2.2075  -2.9516  -0.1401  -0.002
H  -0.3379  0.2866  4.5402  -0.001
H  -1.3609  -1.4853  5.9076  -0.001
H  -2.4701  -3.4064  4.8192  0.000
H  -2.5653  -3.5714  2.4022  0.000
H  -1.0854  -1.0081  -2.5478  0.007
H  -2.4147  -3.3105  -2.3208  -0.001
H  -2.6806  -3.7710  0.2599  0.002
F  4.0818  4.1646  -1.3631  0.001
C  3.3777  3.0329  -1.5521  0.050
C  2.1350  3.0275  -2.0298  -0.038
N  1.4373  1.8482  -2.2250  0.023
C  0.0366  1.9392  -2.6891  0.069
C  -0.9033  2.7333  -1.7552  -0.032
O  -1.4014  3.7770  -2.2707  0.014
O  -1.0329  2.2760  -0.5844  0.050
C  1.9851  0.6086  -1.9247  -0.179
O  1.4520  -0.4808  -2.1262  0.044
N  3.2586  0.6405  -1.4041  0.061
C  4.0312  1.7552  -1.2142  -0.002
O  5.1889  1.6884  -0.8111  0.000
H  1.6220  3.9541  -2.2716  -0.003
H  -0.3857  0.9353  -2.8093  -0.025
H  0.0558  2.3973  -3.6859  0.005
H  3.6683  -0.2528  -1.1907  -0.002
H  1.5083  0.6795  -0.5052  0.408

## Properties
Expectation value of S² = 2.01
Total charge = -1
Relative energy (zero: lowest compared OMol25 entry of this formula, charge and spin) = 12.2 kcal/mol
Max |F| = 9.11 eV/A
Multiplicity = 3

=====

Molecular formula: C15H12MoN4O4S2
Method: DFT, ωB97M-V/def2-TZVPD

Each line ends with the Mulliken spin population.
Atoms and positions in Å:
Mo  -0.3115  1.1904  0.4621  1.972
C  -4.0821  5.0730  -1.0261  0.000
S  -4.2354  3.8036  0.2485  0.003
C  -2.6392  3.2561  0.3911  0.006
S  -2.3993  1.7237  1.3210  -0.049
N  -1.5959  3.8434  -0.0849  0.026
N  -0.4475  3.1577  -0.0049  -0.018
C  0.6756  3.8422  -0.1507  -0.042
C  1.8363  3.0404  -0.2557  0.053
C  3.1228  3.4840  -0.5937  -0.001
C  4.1051  2.5448  -0.8358  0.045
C  3.7886  1.1856  -0.7264  -0.017
C  2.5250  0.8106  -0.3257  0.069
N  1.5469  1.7082  -0.0791  -0.028
H  -4.9742  5.6883  -0.9637  0.000
H  -4.0407  4.5868  -1.9969  0.000
H  -3.1891  5.6656  -0.8545  0.000
H  0.6773  4.9228  -0.2492  0.003
H  3.3209  4.5410  -0.6743  0.000
H  5.1005  2.8519  -1.1197  0.000
H  4.5226  0.4316  -0.9554  -0.001
H  2.2709  -0.2398  -0.2035  -0.008
O  -0.2351  -1.1585  -1.5547  0.006
C  -0.3144  -1.5343  -0.4063  -0.014
O  -0.3470  -0.5276  0.4948  -0.002
C  -0.3480  -2.9099  0.0868  0.003
C  -0.3522  -3.9627  -0.8374  0.000
C  -0.3652  -5.2698  -0.3873  0.000
C  -0.3678  -5.5054  0.9815  -0.001
C  -0.3721  -4.4750  1.9150  0.000
C  -0.3639  -3.1690  1.4637  -0.006
N  -0.3548  -6.9069  1.4693  0.000
O  -0.3436  -7.7507  0.6201  0.000
O  -0.3498  -7.0429  2.6596  0.000
H  -0.3447  -3.7398  -1.8933  0.001
H  -0.3723  -6.1015  -1.0769  0.000
H  -0.3822  -4.7076  2.9689  0.000
H  -0.3638  -2.3509  2.1737  0.000

## Properties
Expectation value of S² = 2.03
Total charge = +2
Relative energy (zero: lowest compared OMol25 entry of this formula, charge and spin) = 49.6 kcal/mol
Max |F| = 3.58 eV/A
Multiplicity = 3

=====

Molecular formula: C15H12N3PbS5
Method: DFT, ωB97M-V/def2-TZVPD

Each line ends with the Mulliken charge.
Atoms and positions in Å:
Pb  0.4797  -1.0155  -1.0342  1.168
C  -2.1903  1.2920  -3.9862  -0.818
C  -1.8276  2.6141  -3.7856  -0.392
C  -0.7920  2.9113  -2.9087  -0.709
C  -0.1484  1.8884  -2.2372  0.830
N  -0.5118  0.6048  -2.4402  -0.258
C  -1.4978  0.3155  -3.3020  0.039
C  0.9425  2.1372  -1.2530  0.640
C  1.5392  3.3770  -1.1045  -0.675
C  2.5247  3.5593  -0.1447  -0.417
C  2.9042  2.4886  0.6506  -0.813
C  2.3006  1.2709  0.4319  0.107
N  1.3439  1.0953  -0.4942  -0.210
H  -2.9904  1.0188  -4.6599  0.433
H  -2.3467  3.4112  -4.3020  0.476
H  -0.5192  3.9428  -2.7428  0.345
H  -1.7315  -0.7333  -3.4480  0.426
H  1.2526  4.2052  -1.7356  0.334
H  2.9939  4.5275  -0.0265  0.481
H  3.6636  2.5911  1.4131  0.433
H  2.5914  0.3971  1.0042  0.409
C  0.5268  -4.2878  4.5229  -0.939
S  -1.1968  -4.2005  5.0097  0.205
C  -2.0624  -3.1933  4.0030  0.265
C  -1.6467  -2.3606  2.8341  0.442
S  -0.1627  -2.3320  2.1540  -0.364
S  -2.9080  -1.3753  2.2073  0.066
C  -4.2069  -1.8751  3.2748  0.049
S  -5.6760  -1.2784  3.2363  0.040
S  -3.7121  -3.1184  4.4202  0.098
H  0.9531  -4.9847  5.2449  0.393
H  1.0048  -3.3160  4.6142  0.372
H  0.6303  -4.6856  3.5174  0.369
N  3.5245  -1.6390  -3.0088  0.158
C  2.6130  -1.3709  -2.3684  -0.334
H  4.3387  -1.8816  -3.5565  0.351

## Properties
Total charge = +3
DFT total energy = -79616.356 eV
Max |F| = 0.33 eV/A

=====

Molecular formula: C15H12N6PdSeTe4
Method: DFT, ωB97M-V/def2-TZVPD

Each line ends with the Mulliken spin population.
Atoms and positions in Å:
Pd  0.1212  -0.0372  2.1176  1.052
Se  0.0741  4.6395  -4.0959  0.001
N  1.3838  3.8796  -3.1537  0.000
C  0.8022  3.1421  -2.2427  0.002
C  1.5486  2.3316  -1.2731  0.007
C  2.9424  2.2614  -1.2690  -0.008
C  3.5681  1.4585  -0.3430  0.000
C  2.7904  0.7457  0.5639  0.005
N  1.4631  0.8089  0.5707  0.158
C  0.8419  1.5916  -0.3348  -0.025
C  -0.6304  1.6046  -0.3132  -0.038
N  -1.2376  0.8498  0.6212  0.166
C  -2.5627  0.7798  0.6359  -0.006
C  -3.3584  1.4836  -0.2640  0.020
C  -2.7487  2.2825  -1.2054  -0.030
C  -1.3538  2.3459  -1.2405  0.017
C  -0.6235  3.1494  -2.2268  0.008
N  -1.2226  3.8869  -3.1268  0.000
H  3.5047  2.8322  -1.9965  0.000
H  4.6446  1.3702  -0.3100  0.001
H  3.2456  0.1010  1.3043  0.001
H  -3.0061  0.1399  1.3883  -0.001
H  -4.4341  1.3926  -0.2124  0.002
H  -3.3221  2.8542  -1.9241  -0.001
Te  0.7130  -1.4933  4.3034  1.098
Te  -1.3936  0.2012  4.3990  0.210
Te  0.2966  2.2891  3.6511  0.283
Te  -1.3288  3.9469  2.3348  0.991
C  1.1778  -5.0173  -0.0063  -0.001
N  -0.0461  -4.3445  0.4552  0.006
C  -1.3162  -5.0896  0.4371  0.000
C  -0.0385  -3.0835  0.7680  -0.034
N  -0.0465  -1.9571  1.0475  0.115
H  1.0419  -5.3481  -1.0347  0.000
H  1.3818  -5.8726  0.6349  0.001
H  2.0097  -4.3199  0.0397  0.000
H  -1.5240  -5.4246  -0.5778  0.000
H  -2.1165  -4.4358  0.7724  0.000
H  -1.2413  -5.9452  1.1054  0.000

## Properties
Expectation value of S² = 6.04
Total charge = +2
DFT total energy = -122674.454 eV
Max |F| = 0.68 eV/A
Multiplicity = 5

=====

Molecular formula: C15H13ClFeI2O6PmS
Method: DFT, ωB97M-V/def2-TZVPD

Each line ends with the Mulliken spin population.
Atoms and positions in Å:
I  1.2950  -3.8426  -0.7384  0.942
I  1.3164  3.4097  -0.6774  1.048
Fe  -0.1605  1.5047  -0.4728  1.931
Pm  0.0976  -1.3076  -0.4091  4.054
S  1.0959  0.0620  -2.2022  0.019
C  -1.7699  -2.0381  -1.7438  0.015
C  -1.4421  -2.1037  1.1386  0.022
C  0.4951  -0.0799  -3.8648  -0.007
C  1.3343  1.0208  -4.4884  0.011
C  -1.0063  0.1892  -4.0737  0.003
C  0.8830  -1.4701  -4.3864  0.010
C  -0.9997  1.8760  1.1349  -0.035
C  -1.5588  1.9164  -1.4181  -0.073
O  -1.9795  -2.6143  2.0266  0.001
O  -2.5816  -2.4458  -2.4800  0.003
O  -1.5467  2.3372  2.0843  0.001
O  -2.4412  2.4829  -2.0350  0.024
H  1.0875  1.1024  -5.5438  -0.001
H  2.3966  0.7897  -4.3789  0.000
H  1.1381  1.9793  -3.9958  -0.002
H  -1.3647  -0.4363  -4.9082  0.000
H  -1.1671  1.2442  -4.3449  -0.001
H  -1.6353  -0.0502  -3.2080  0.002
H  0.6552  -1.5171  -5.4592  0.004
H  0.3376  -2.2801  -3.8765  0.005
H  1.9577  -1.6414  -4.2401  -0.002
Cl  -0.6654  1.1902  7.7407  0.339
C  -0.1573  0.7310  6.2012  0.201
C  0.0547  -0.6264  5.8984  0.163
C  0.4788  -1.0032  4.6147  -0.066
C  0.7064  -0.0757  3.6106  0.178
C  0.4929  1.2767  3.9012  -0.031
C  0.0678  1.6764  5.1836  0.149
C  1.0525  -0.7051  2.2594  0.012
O  1.5236  -1.8721  2.2692  0.081
O  0.9225  -0.0032  1.1904  0.004
H  -0.1170  -1.3775  6.6759  -0.001
H  0.6199  -2.0690  4.4420  -0.002
H  0.6811  2.0428  3.1573  -0.001
H  -0.0967  2.7277  5.4167  0.001

## Properties
Expectation value of S² = 24.85
Total charge = +4
DFT total energy = -118501.960 eV
Max |F| = 12.04 eV/A
Multiplicity = 10

=====

Molecular formula: C15H13ClN2O2S
Method: DFT, ωB97M-V/def2-TZVPD

Each line ends with the Mulliken charge.
Atoms and positions in Å:
C  -4.5679  0.4879  -0.0308  -0.900
S  -3.3926  -0.7614  -0.6005  -0.083
C  -2.2700  0.1821  -1.7774  -0.714
C  -1.0343  -0.6172  -2.1871  -0.969
N  0.0431  -0.3536  -1.2434  0.268
C  0.6897  0.9046  -1.2559  0.472
O  0.5665  1.6256  -2.2214  -0.607
C  1.6295  1.3842  -0.1977  0.238
C  2.7672  2.1247  -0.5066  -0.558
C  3.6787  2.6049  0.4979  -0.662
C  3.4187  2.3213  1.8330  -0.426
C  2.2694  1.5814  2.1561  -0.316
C  1.3753  1.1278  1.1599  0.415
O  0.2319  0.4960  1.5644  -0.483
C  0.1852  -0.8250  1.1938  0.611
N  0.2370  -1.7111  2.2037  -0.602
C  0.2860  -3.0317  1.9386  0.087
Cl  0.3018  -4.2200  3.2373  -0.183
C  0.2936  -3.5203  0.6246  -0.610
C  0.2402  -2.6131  -0.4139  -0.359
C  0.1663  -1.2089  -0.1700  0.245
H  -4.1010  1.3881  0.3859  0.278
H  -5.1400  0.8528  -0.8996  0.293
H  -5.2332  0.1263  0.7695  0.343
H  -1.9321  1.1371  -1.3454  0.355
H  -2.8523  0.3940  -2.6817  0.577
H  -1.2964  -1.6890  -2.2609  0.381
H  -0.7433  -0.2874  -3.1714  0.454
H  2.9690  2.2959  -1.5761  0.402
H  4.5252  3.2008  0.1907  0.401
H  4.1113  2.6683  2.5992  0.389
H  1.9743  1.5085  3.2092  0.406
H  0.3819  -4.5720  0.4326  0.425
H  0.2212  -3.0016  -1.4568  0.435

## Properties
Relative energy (zero: lowest compared OMol25 entry of this formula, charge and spin) = 25.2 kcal/mol
Max |F| = 2.65 eV/A

=====

Molecular formula: C15H13N3O3PtS3
Method: DFT, ωB97M-V/def2-TZVPD

Each line ends with the Mulliken spin population.
Atoms and positions in Å:
Pt  -0.0644  0.6282  1.0380  0.555
O  1.6550  -2.4677  -3.1237  -0.001
C  0.5861  -3.1138  -2.6354  -0.003
C  0.2162  -4.2963  -3.2779  0.002
C  -0.8678  -5.0191  -2.8319  -0.003
C  -1.6183  -4.5877  -1.7359  0.000
C  -1.2673  -3.4206  -1.1000  0.004
C  -0.1669  -2.6662  -1.5333  0.004
C  0.1713  -1.4345  -0.8332  0.000
O  -0.6615  -1.0312  0.1159  0.124
N  1.2208  -0.7327  -1.1578  0.016
N  1.3623  0.3705  -0.3133  -0.013
C  2.4966  0.9970  -0.3875  0.021
S  3.7418  0.4568  -1.4604  0.010
C  4.9962  1.5753  -0.7723  0.000
C  4.3065  2.8637  -0.3784  0.002
S  2.8181  2.4138  0.5651  0.006
H  1.8249  -1.6716  -2.5903  0.000
H  0.8040  -4.6212  -4.1250  0.000
H  -1.1369  -5.9350  -3.3416  0.000
H  -2.4653  -5.1633  -1.3913  0.000
H  -1.8354  -3.0659  -0.2521  -0.002
H  5.7542  1.7366  -1.5369  0.000
H  5.4519  1.0890  0.0892  0.000
H  4.0023  3.4424  -1.2488  0.001
H  4.9311  3.4769  0.2688  0.000
O  -1.1165  0.7468  2.7235  0.039
N  -2.1301  1.6254  2.7551  0.016
C  -3.1016  1.4190  3.6680  -0.015
C  -4.0944  2.3496  3.7995  0.019
C  -4.0734  3.4872  2.9888  -0.014
C  -3.0761  3.6634  2.0600  0.013
C  -2.0770  2.6955  1.9376  -0.004
S  -0.7974  2.7437  0.7690  0.220
H  -3.0031  0.5076  4.2371  0.000
H  -4.8788  2.1859  4.5226  0.001
H  -4.8554  4.2281  3.0812  -0.001
H  -3.0519  4.5243  1.4078  0.001

## Properties
Expectation value of S² = 0.76
Total charge = +1
Relative energy (zero: lowest compared OMol25 entry of this formula, charge and spin) = 0.0 kcal/mol
Max |F| = 0.85 eV/A
Multiplicity = 2